(1)
56
Properties=species:S:1:pos:R:3 method="wB97M-V/def2-TZVPD" molar_mass_g_mol=384.48 total_charge=0 lumo_energy_ev=0.68 smiles="CCOC(=O)N1CCN(C(=O)c2ccc(C#CC3(O)CCCCC3)cc2)CC1" e_tot_ha=-1265.592815 orbital_gap_ev=9.4
H -5.01218 1.77882 -1.00833
C 1.10985 1.80277 -1.16265
H -0.59455 3.07935 -1.35930
C 6.23046 -0.58074 1.98033
H 7.36684 0.66351 -0.21319
H 4.40961 -1.51792 1.32255
H -6.20370 0.74889 0.76617
C -4.64309 2.06073 -0.02005
O -3.33858 -1.79554 0.46269
H 5.30675 -2.41283 -0.80892
H 0.98304 -1.54342 -0.65152
H 6.04465 1.79956 -0.52384
H -6.76680 -3.72240 -1.78399
H -2.35534 -0.29960 1.81734
C 2.94768 0.22176 -0.92864
H 5.72745 -2.65280 1.63917
C -0.24401 2.06967 -1.19924
C -5.23977 1.14893 1.07444
C 0.63310 -0.53328 -0.80359
C -0.72110 -0.26401 -0.84532
C 5.85910 -1.65017 -0.25785
C 6.29257 0.82359 -0.09610
H -5.33643 -1.73223 -2.24655
H 5.78553 0.47994 -2.67663
C -3.08798 0.49807 1.95016
C 5.91484 0.78627 1.38111
H -3.25885 0.65470 3.01931
H -4.88637 3.11099 0.17087
C -2.61588 1.80820 1.27058
O -3.24685 1.14030 -2.17820
C -2.62919 1.32942 -1.14931
C -5.40012 -2.16371 -1.24258
H -7.55053 -2.24890 -1.19549
H -1.52895 1.83452 1.20035
H -4.53871 -2.81780 -1.07550
H -6.75754 -3.34282 -0.05583
C -6.70593 -2.91882 -1.05580
H 6.92485 -1.84710 -0.38640
H 5.94390 -0.59880 3.03367
O 6.03447 -0.33430 -2.22587
O -5.33381 -1.07548 -0.32002
H 4.84573 0.98869 1.48333
H -5.36389 1.69189 2.01518
H -1.43651 -1.06253 -0.71757
H 7.30592 -0.76390 1.92111
C -4.25004 -1.00089 0.46531
C -1.16546 1.03975 -1.03639
N -3.20269 1.89013 -0.04594
H 1.82751 2.60031 -1.29014
N -4.32072 0.05936 1.32640
C 4.12547 -0.01893 -0.86792
C 5.56219 -0.28096 -0.88434
H 6.45975 1.56647 1.91689
C 5.48620 -1.67422 1.21992
C 1.55990 0.49698 -0.96339
H -2.95181 2.68053 1.83952



(2)
57
Properties=species:S:1:pos:R:3 method="wB97M-V/def2-TZVPD" molar_mass_g_mol=412.56 total_charge=0 lumo_energy_ev=0.40 smiles="Cc1ccc(S(=O)(=O)NC[C@@H](c2ccccc2)N2CCN(CCC#N)CC2)cc1" e_tot_ha=-1622.800454 orbital_gap_ev=9.0
H 2.89106 0.38929 0.05307
H -3.14320 -0.47695 -2.08117
H 0.97214 -1.43713 0.55427
H -0.80061 -3.07240 0.03197
H 2.11510 -0.53940 -2.87297
C -2.37348 0.18746 -1.67891
C 3.41224 -1.53509 -0.82131
C -3.79409 -2.07866 2.47559
C 3.54556 -0.45531 0.28677
C 0.45725 2.72340 -0.79191
H 3.76749 2.52116 1.47607
C 4.89183 0.03183 0.37672
H -4.75034 -3.32206 1.01930
H 3.97304 -1.21373 -1.70318
N 2.06270 -1.81394 -1.23790
C -2.22171 -1.17095 0.36451
H 2.88322 1.94037 2.89565
N 5.96369 0.42781 0.43264
C -0.14031 -2.73422 -0.76672
C -2.02857 -0.68161 1.64914
O -1.95896 3.01795 -2.41175
S -2.28354 2.77069 -1.03893
C 1.44650 -0.77576 -2.04206
C 2.89915 2.69133 2.10775
N -2.99728 1.27355 -0.97255
H 0.06507 -3.57790 -1.43073
C -1.41132 -0.63634 -0.79164
H -3.34959 -2.52008 -0.84660
C 0.11233 -1.28959 -2.59883
N -0.81333 -1.72272 -1.56576
C -2.81155 -1.13106 2.69978
H 3.01245 3.66463 2.58443
H -2.65157 -0.74003 3.69376
H 3.25342 -0.86669 1.25629
H -1.74497 2.64306 1.75980
C -0.74664 2.67996 -0.11782
H -0.65344 0.06031 -0.38864
H -1.25844 0.05632 1.83064
C 1.62695 2.66439 1.31823
O -3.16100 3.65819 -0.33844
H 0.37817 2.58588 3.05560
C 1.64192 2.71914 -0.07216
H 2.58672 2.78026 -0.59445
H -3.39938 1.04705 -0.07720
H 0.44588 2.78095 -1.86918
H -1.85439 0.66270 -2.51084
H -0.34804 -0.52060 -3.21701
H -4.40500 -2.42937 3.29371
H 1.26946 0.15384 -1.47168
C -0.78693 2.63773 1.26332
C 1.18310 -2.24518 -0.16902
C 0.39867 2.61864 1.97587
H 0.31133 -2.16202 -3.22697
C -3.21068 -2.12543 0.14807
H 3.85451 -2.46859 -0.46025
C -3.98809 -2.57832 1.19747
H 1.66549 -3.06675 0.36617



(3)
65
Properties=species:S:1:pos:R:3 method="wB97M-V/def2-TZVPD" molar_mass_g_mol=990.25 total_charge=+3 lumo_energy_ev=-10.69 e_tot_ha=-11960.682061 orbital_gap_ev=4.9
Se 2.78687 3.13053 -1.73305
Se 1.52399 2.83253 1.53423
N 1.22671 -0.44683 -2.60376
Se 2.29492 1.40955 -0.10611
H 2.79356 0.18737 -3.72706
C 0.78237 -4.85990 -4.13915
C -2.12034 2.29600 -2.69472
C -2.97858 0.06423 -2.80756
Tc 0.53054 -0.34967 -0.41448
H -3.88025 -2.33142 -1.94530
N -0.93227 -2.37762 3.13668
N 1.47009 -2.06330 -0.20074
H 4.99470 -6.84799 0.34719
S 2.52934 -2.91504 -1.12270
C 1.56421 -3.98527 -3.39533
Se 3.55423 3.91788 1.87459
H -1.16578 -4.79693 1.68258
N -1.12003 -1.59382 -0.21658
H -0.06107 -4.98801 3.06369
C 0.02858 -5.82546 -3.48921
C -2.04449 -1.57133 -1.11778
C 4.28229 -4.15350 2.27794
C -0.79070 -1.83288 1.93597
H 1.04658 -2.69479 0.48299
C 4.77030 -5.40170 1.91955
H 5.28763 -6.00707 2.65103
H 3.78121 -5.49961 -1.31811
C -3.03782 1.38932 -3.20712
H 0.70039 0.28238 -3.07674
H 0.77354 -4.79476 -5.21810
C 3.41275 -3.88916 0.07590
C 3.60092 -3.37553 1.35252
H -1.66223 -5.72205 3.09972
H -0.57144 -6.51410 -4.06843
H -2.77211 -3.54980 -1.28940
H -3.80870 1.71599 -3.89188
C -1.68774 -3.60716 3.41801
H -1.67480 -3.71590 4.50032
H -2.72125 -3.44944 3.10358
H 0.87032 -5.17399 -0.26844
C 0.04924 -5.93176 -2.10011
H 2.18269 -3.24663 -3.89486
C 4.59964 -5.88145 0.62706
H -0.53213 -6.69914 -1.60772
C 1.57760 -4.10498 -2.01112
N -1.29632 -2.41485 0.87125
H -3.70090 -0.65134 -3.16980
N -1.03378 0.54084 -1.50377
C -1.99946 -0.32884 -1.90646
Sb 4.05899 4.71489 -0.42088
H 1.02796 -1.31517 -3.10507
H 3.19348 -0.87464 -2.54069
H -0.34213 2.48475 -1.49743
H -2.17954 3.34986 -2.92482
H 4.43113 -3.78067 3.28176
C 0.82939 -5.07354 -1.34652
C -1.10197 -4.84966 2.76749
H 3.22825 -2.39701 1.62510
C 3.91674 -5.12541 -0.31203
C -1.11136 1.82542 -1.87763
S 0.11238 -0.29355 1.85687
H -3.69786 -2.54007 -0.19680
N 2.61865 -0.06785 -2.75779
C -3.17122 -2.54387 -1.15217
H -0.60187 -1.83620 3.91973